(1)
{"formula": "C2H6Cl4Si2", "method": "ωB97M-V/def2-TZVPD", "homo_lumo_gap_ev": 10.17, "smiles": "C[Si](C)(Cl)[Si](Cl)(Cl)Cl", "relative_energy_ev": 0.607, "lumo_energy_ev": 0.14, "e_homo_ev": -10.03, "molar_mass_g_mol": 228.1, "elements": ["Cl", "Cl", "Cl", "Cl", "Si", "Si", "C", "C", "H", "H", "H", "H", "H", "H"], "xyz": [[2.493, 1.353, -2.368], [1.670, -1.582, 0.648], [2.557, 2.441, 0.635], [-0.145, 2.990, -1.267], [0.014, -0.479, 0.007], [1.260, 1.532, -0.734], [-0.528, 0.011, 1.762], [-1.194, -1.477, -1.021], [-0.779, 1.024, 1.703], [-1.379, -0.606, 2.066], [-2.114, -0.902, -1.027], [0.316, -0.020, 2.402], [-0.924, -1.746, -2.074], [-1.247, -2.537, -0.732]], "atomic_forces_ev_per_a": [[-0.2, -0.3, 0.0], [0.3, -0.5, -0.7], [-0.8, -0.6, -0.1], [0.2, -0.4, 0.2], [1.5, 0.2, 1.2], [-0.3, 0.3, -0.2], [-0.8, -1.0, -1.8], [1.0, -0.5, -1.4], [-1.0, 1.7, 0.2], [0.2, 0.2, 0.3], [-0.5, -0.4, 0.0], [0.7, -0.5, 0.6], [0.1, 1.2, 0.5], [-0.5, 0.5, 1.1]], "mulliken_charge": [-0.244, -0.301, -0.243, -0.267, 0.598, 0.583, -1.140, -1.027, 0.393, 0.317, 0.323, 0.357, 0.328, 0.323]}

(2)
{"formula": "C24H41AsBrFN5OPPdSi", "method": "ωB97M-V/def2-TZVPD", "homo_lumo_gap_ev": 4.87, "relative_energy_ev": 1.646, "total_charge": 4, "lumo_energy_ev": -13.79, "e_homo_ev": -18.66, "molar_mass_g_mol": 754.9, "elements": ["Pd", "Br", "As", "P", "Si", "F", "O", "N", "N", "N", "N", "N", "C", "C", "C", "C", "C", "C", "C", "C", "C", "C", "C", "C", "C", "C", "C", "C", "C", "C", "C", "C", "C", "C", "C", "C", "H", "H", "H", "H", "H", "H", "H", "H", "H", "H", "H", "H", "H", "H", "H", "H", "H", "H", "H", "H", "H", "H", "H", "H", "H", "H", "H", "H", "H", "H", "H", "H", "H", "H", "H", "H", "H", "H", "H", "H", "H"], "xyz": [[0.266, -0.187, -0.078], [-0.399, 1.646, 1.531], [1.190, -3.134, -1.457], [2.082, 2.019, -1.259], [-2.693, -1.791, 1.477], [-1.220, 0.449, -2.262], [1.242, -1.419, -1.245], [3.649, 3.256, -3.221], [-2.101, -1.027, -0.170], [2.418, 4.733, -1.722], [4.364, 3.541, -0.910], [1.633, -0.121, 1.602], [-5.011, -1.152, -2.393], [3.372, -0.446, 3.209], [2.827, 4.557, -3.068], [2.939, -3.641, -2.013], [2.845, 0.610, 3.959], [-2.410, -0.091, -2.361], [0.728, -4.010, 0.171], [1.422, 3.758, -1.285], [-4.458, -0.423, -3.476], [4.593, -1.192, 3.654], [1.719, 1.306, 3.531], [3.663, 2.389, -0.353], [-0.079, -3.551, -2.823], [-1.226, -1.750, 2.612], [-4.043, -0.634, 2.002], [1.181, 0.875, 2.344], [2.722, -0.776, 2.023], [2.804, 2.040, -2.975], [-4.265, -1.356, -1.283], [-3.165, 0.116, -3.469], [3.581, 4.776, -0.834], [-2.875, -0.863, -1.178], [-3.237, -3.545, 1.171], [4.833, 3.329, -2.231], [0.542, 3.815, -1.930], [4.628, -2.193, 3.228], [5.494, -0.659, 3.343], [3.674, -3.211, -1.336], [3.427, 2.592, 0.695], [-5.074, -0.255, -4.354], [1.401, -3.683, 0.962], [-0.299, -2.023, 2.104], [-3.976, -3.728, 0.394], [5.384, 2.395, -2.334], [-2.798, 0.701, -4.301], [-1.389, -2.495, 3.396], [0.171, -4.517, -3.262], [3.434, 1.162, -3.129], [3.114, -3.293, -3.030], [-1.079, -0.792, 3.107], [4.316, 1.514, -0.374], [-0.301, -3.773, 0.429], [-6.024, -1.526, -2.470], [-4.383, -0.983, 2.983], [1.291, 2.119, 4.100], [-2.400, -4.221, 0.998], [1.098, 4.024, -0.277], [-0.018, -2.781, -3.592], [3.006, -4.729, -1.987], [-3.711, 0.397, 2.126], [3.316, 0.892, 4.894], [1.982, 4.474, -3.751], [-1.083, -3.602, -2.405], [-3.694, -3.870, 2.112], [-4.666, -1.907, -0.447], [3.249, 4.933, 0.191], [4.216, 5.613, -1.123], [0.827, -5.088, 0.038], [-4.914, -0.638, 1.346], [4.622, -1.279, 4.738], [3.074, -1.585, 1.396], [4.024, 3.217, -4.171], [2.010, 2.024, -3.722], [3.489, 5.360, -3.390], [5.447, 4.164, -2.569]], "atomic_forces_ev_per_a": [[0.1, -0.2, 0.5], [0.1, -0.2, 0.0], [0.0, 0.2, 0.0], [-0.2, 0.0, -0.2], [-0.1, 0.1, -0.1], [0.2, 0.0, -0.1], [-0.2, -0.2, 0.1], [0.0, 0.0, 0.1], [0.0, 0.1, -0.4], [0.1, -0.1, 0.0], [0.0, 0.0, 0.0], [0.0, 0.3, -0.1], [0.1, 0.0, 0.2], [0.0, 0.0, 0.0], [0.0, 0.0, -0.1], [0.0, 0.0, 0.0], [0.0, 0.0, 0.0], [-0.1, 0.0, 0.1], [0.0, 0.0, 0.0], [0.1, 0.1, 0.0], [-0.1, 0.0, -0.1], [0.0, 0.0, 0.0], [0.0, -0.1, -0.1], [0.0, 0.0, 0.0], [0.0, 0.0, 0.0], [0.0, -0.1, -0.1], [0.0, -0.1, 0.1], [-0.1, 0.0, 0.0], [0.0, -0.1, 0.0], [0.1, 0.0, 0.0], [0.0, 0.0, 0.0], [0.1, 0.0, 0.0], [0.0, 0.1, 0.0], [-0.1, 0.0, 0.1], [0.1, 0.1, 0.1], [0.0, 0.0, -0.1], [0.0, 0.0, 0.0], [0.0, 0.0, 0.0], [0.0, 0.0, 0.0], [0.0, 0.0, 0.0], [0.0, 0.0, 0.0], [0.0, 0.0, 0.0], [0.0, 0.0, 0.0], [0.0, 0.0, 0.0], [0.0, 0.1, -0.1], [0.0, 0.0, 0.0], [0.0, 0.0, 0.0], [0.0, 0.0, 0.0], [0.0, 0.0, 0.0], [0.0, 0.0, 0.0], [0.0, 0.0, 0.0], [-0.1, 0.0, 0.0], [0.0, 0.0, 0.0], [0.0, 0.0, 0.0], [0.0, 0.0, 0.0], [0.0, 0.1, 0.0], [0.0, 0.0, 0.0], [0.0, 0.0, 0.0], [0.0, 0.0, 0.0], [0.0, 0.0, 0.0], [0.0, 0.0, 0.0], [0.0, 0.0, 0.0], [0.0, 0.0, 0.0], [0.0, 0.0, 0.0], [0.0, 0.0, 0.0], [0.0, 0.0, 0.0], [0.0, 0.0, 0.0], [0.0, 0.0, 0.0], [0.0, 0.0, 0.0], [0.0, 0.0, 0.0], [0.0, 0.0, 0.0], [0.0, 0.0, 0.0], [0.0, 0.0, 0.0], [0.0, 0.0, 0.0], [0.0, 0.0, 0.0], [0.0, 0.0, 0.0], [0.0, 0.0, 0.0]], "mulliken_charge": [1.178, -0.227, 0.635, 1.445, 0.041, 0.048, -0.662, 0.015, 0.111, 0.209, 0.191, 0.634, -1.208, 0.566, -0.745, -1.104, -0.464, 0.696, -0.491, -1.238, -0.169, -1.531, -0.891, -1.124, -1.054, -0.726, -1.033, 0.448, -1.086, -1.097, -0.057, -0.937, -0.962, 0.347, -1.022, -0.778, 0.438, 0.417, 0.321, 0.355, 0.451, 0.477, 0.282, -0.046, 0.435, 0.376, 0.554, 0.552, 0.461, 0.527, 0.377, 0.271, 0.484, -0.361, 0.519, 0.416, 0.585, 0.333, 0.498, 0.364, 0.446, 0.332, 0.527, 0.377, 0.304, 0.410, 0.462, 0.368, 0.312, 0.535, 0.378, 0.432, 0.508, 0.346, 0.464, 0.375, 0.375]}

(3)
{"formula": "C19H16N2O3", "method": "ωB97M-V/def2-TZVPD", "homo_lumo_gap_ev": 9.08, "smiles": "Cc1ccccc1NC(=O)c1cccc(NC(=O)c2ccco2)c1", "relative_energy_ev": 0.269, "lumo_energy_ev": 0.45, "e_homo_ev": -8.64, "molar_mass_g_mol": 320.3, "elements": ["O", "O", "O", "N", "N", "C", "C", "C", "C", "C", "C", "C", "C", "C", "C", "C", "C", "C", "C", "C", "C", "C", "C", "C", "H", "H", "H", "H", "H", "H", "H", "H", "H", "H", "H", "H", "H", "H", "H", "H"], "xyz": [[-1.587, -0.441, -1.556], [2.881, -1.517, -0.101], [5.966, 0.268, 0.046], [-2.583, 0.583, 0.219], [3.314, 0.738, -0.059], [-0.442, 2.564, -0.138], [5.830, -1.960, -0.016], [-6.251, 0.322, 0.128], [-1.554, 0.356, -0.645], [-0.347, 1.193, -0.350], [-4.036, -1.394, 0.134], [-4.971, 0.836, 0.181], [-5.334, -1.888, 0.067], [-3.865, -0.008, 0.163], [2.044, 1.309, -0.096], [7.210, -0.230, 0.080], [0.893, 0.568, -0.343], [5.116, -0.789, -0.014], [1.941, 2.685, 0.112], [7.191, -1.592, 0.045], [-6.432, -1.049, 0.057], [3.658, -0.586, -0.065], [0.707, 3.304, 0.083], [-2.875, -2.332, 0.207], [-7.428, -1.463, 0.007], [0.956, -0.492, -0.525], [2.834, 3.267, 0.290], [-2.504, 1.392, 0.819], [5.416, -2.945, -0.058], [-7.102, 0.987, 0.137], [-2.173, -2.014, 0.976], [-5.481, -2.958, 0.036], [-3.212, -3.342, 0.426], [8.037, -2.247, 0.060], [-2.337, -2.336, -0.741], [-1.399, 3.063, -0.181], [0.641, 4.371, 0.234], [-4.818, 1.906, 0.229], [8.017, 0.474, 0.129], [4.079, 1.395, 0.021]], "atomic_forces_ev_per_a": [[0.0, -0.1, -0.1], [0.1, -0.1, 0.0], [-0.4, 0.3, 0.0], [-0.1, 0.2, 0.4], [0.4, 0.2, 0.0], [-0.1, -0.1, 0.0], [-0.7, 0.7, 0.0], [-0.1, 0.0, 0.1], [0.1, 0.2, 0.0], [0.3, 0.3, -0.1], [0.1, 0.1, 0.0], [0.1, 0.0, 0.0], [0.0, 0.1, 0.0], [-0.4, -0.1, -0.2], [-0.4, 0.1, 0.0], [0.6, -0.6, 0.0], [-0.1, -0.1, 0.0], [0.4, -1.3, 0.0], [0.0, -0.1, 0.0], [0.1, 0.6, 0.0], [-0.1, 0.0, 0.0], [0.0, 0.3, 0.1], [0.1, 0.0, 0.0], [0.1, -0.1, -0.2], [-0.1, 0.0, 0.0], [0.0, 0.0, 0.0], [0.1, 0.1, 0.0], [0.1, -0.2, 0.0], [-0.2, -0.2, 0.0], [-0.1, 0.1, 0.0], [0.1, 0.0, 0.1], [0.0, -0.1, 0.0], [0.0, 0.0, 0.1], [0.2, -0.1, 0.0], [0.0, -0.1, 0.1], [-0.1, 0.0, 0.0], [0.0, 0.1, 0.0], [0.0, 0.1, 0.0], [0.0, 0.2, 0.0], [-0.1, -0.2, 0.0]], "mulliken_charge": [-0.582, -0.683, -0.356, -0.165, -0.030, -0.636, -0.535, -0.597, 0.480, 0.164, 0.962, -0.427, -0.723, 0.316, 0.750, -0.426, -0.486, 0.309, -0.726, -0.424, -0.605, 0.442, -0.886, -1.484, 0.377, 0.598, 0.400, 0.283, 0.517, 0.368, 0.328, 0.350, 0.454, 0.447, 0.288, 0.501, 0.378, 0.383, 0.455, 0.221]}

(4)
{"formula": "C37H32ClN7O3S2Yb", "method": "ωB97M-V/def2-TZVPD", "homo_lumo_gap_ev": [5.94, 5.94], "spin_multiplicity": 2, "relative_energy_ev": 0.670, "total_charge": -1, "lumo_energy_ev": [1.97, 1.97], "e_homo_ev": [-3.97, -3.97], "molar_mass_g_mol": 895.3, "elements": ["Yb", "Cl", "S", "S", "O", "O", "O", "N", "N", "N", "N", "N", "N", "N", "C", "C", "C", "C", "C", "C", "C", "C", "C", "C", "C", "C", "C", "C", "C", "C", "C", "C", "C", "C", "C", "C", "C", "C", "C", "C", "C", "C", "C", "C", "C", "C", "C", "C", "C", "C", "C", "H", "H", "H", "H", "H", "H", "H", "H", "H", "H", "H", "H", "H", "H", "H", "H", "H", "H", "H", "H", "H", "H", "H", "H", "H", "H", "H", "H", "H", "H", "H", "H"], "xyz": [[-1.154, -0.732, 1.292], [-5.755, -3.795, -3.448], [-0.524, 1.524, 2.490], [-0.653, -1.658, 3.714], [-2.231, -0.344, -2.186], [-0.672, -0.083, -0.619], [-2.938, -1.747, 1.215], [-0.604, -2.806, 0.096], [7.493, 4.715, -1.717], [-3.147, 1.024, 0.516], [1.342, -1.225, 1.292], [1.299, 0.626, -3.007], [-0.141, 2.345, -2.689], [-0.007, 1.385, -4.824], [-2.404, 1.524, -0.652], [3.647, -1.244, 2.386], [-0.894, 1.108, 4.162], [0.392, 1.376, -3.491], [3.362, -4.130, 0.125], [5.529, 3.267, -0.958], [-1.390, -3.039, -0.903], [-2.648, 2.451, -3.032], [-1.726, 0.244, -1.237], [5.777, 1.962, -0.529], [-0.953, -0.211, 4.662], [-3.524, -3.311, -2.015], [2.357, -0.579, 2.199], [2.306, 0.634, -0.197], [4.218, 3.743, -1.029], [4.721, 1.142, -0.199], [1.705, -2.465, 0.704], [3.021, -2.943, 0.774], [1.094, -4.412, -0.582], [-1.423, 1.965, 6.368], [0.720, -3.218, 0.044], [-1.250, -0.394, 6.014], [-3.277, 2.293, -1.648], [-3.513, -2.239, 0.188], [-2.806, -2.859, -0.898], [-5.608, -2.634, -1.015], [-1.487, 0.670, 6.860], [-1.280, 3.157, -3.039], [3.404, 1.588, -0.328], [2.061, -0.099, 0.861], [3.992, -2.288, 1.630], [2.403, -4.855, -0.551], [6.605, 4.078, -1.364], [3.169, 2.903, -0.729], [-4.890, -3.205, -2.064], [-4.930, -2.168, 0.078], [-1.123, 2.170, 5.035], [-5.464, -1.726, 0.907], [-1.602, 2.813, 7.016], [-6.683, -2.550, -1.082], [4.039, 4.767, -1.324], [-4.218, 1.751, -1.774], [4.311, -0.814, 3.120], [-1.308, 4.000, -2.344], [-3.509, 3.280, -1.233], [-1.717, 0.489, 7.902], [-1.290, -1.412, 6.378], [4.969, -2.745, 1.704], [4.384, -4.482, 0.180], [1.915, -0.075, 3.056], [6.797, 1.608, -0.468], [2.151, 3.252, -0.796], [4.908, 0.129, 0.124], [-2.984, -3.747, -2.842], [-1.093, 3.569, -4.037], [0.334, -5.012, -1.059], [-2.558, 1.455, -3.463], [-1.607, 2.168, -0.260], [-3.503, 1.802, 1.072], [-1.058, 3.171, 4.633], [0.329, 0.592, -5.349], [-0.983, 1.575, -4.985], [0.006, 2.147, -1.711], [1.652, -0.076, -3.647], [-3.332, 3.029, -3.658], [1.702, 0.520, -1.101], [-0.973, -3.414, -1.847], [-3.955, 0.499, 0.177], [2.671, -5.779, -1.046]], "atomic_forces_ev_per_a": [[1.0, 0.1, 2.4], [-0.2, -0.1, -0.3], [0.2, 0.1, -0.1], [0.0, -0.2, 0.2], [0.0, 0.0, 0.0], [1.0, 0.2, -0.7], [-0.9, -0.6, 0.1], [-0.7, 0.3, -0.2], [0.2, 0.2, -0.1], [0.0, 0.0, -0.2], [-0.6, 0.0, -0.5], [0.3, -0.3, -0.1], [-0.2, 0.1, 0.3], [-0.2, 0.1, -0.1], [-0.2, -0.1, -0.3], [0.2, -0.4, -0.3], [0.0, 0.0, 0.1], [0.4, -0.1, -0.4], [-0.1, 0.2, 0.1], [-0.8, -0.6, 0.3], [0.6, -0.2, 0.2], [0.1, 0.2, 0.0], [-1.1, 1.3, -1.3], [0.1, 0.3, 0.0], [0.1, 0.1, 0.0], [0.0, 0.1, 0.2], [0.0, 0.6, 0.3], [-0.5, -0.2, -0.1], [0.2, 0.0, 0.0], [-0.1, 0.0, 0.0], [0.1, -0.6, -0.4], [-0.3, -0.2, -0.3], [-0.1, 0.1, 0.1], [0.0, 0.1, 0.1], [0.9, -0.3, 0.0], [0.0, 0.1, 0.1], [0.3, -0.3, -0.2], [-0.6, -0.7, -0.8], [-0.8, 0.3, 0.4], [0.2, 0.0, -0.1], [0.0, 0.0, 0.2], [-0.4, 0.1, -0.3], [0.3, 0.1, 0.1], [0.5, 0.2, 0.4], [0.1, 0.3, 0.5], [0.1, 0.0, -0.1], [0.7, 0.5, -0.2], [0.0, -0.1, 0.1], [0.1, 0.0, 0.0], [0.2, 0.0, 0.2], [0.0, 0.0, 0.1], [0.0, 0.0, 0.1], [0.0, 0.0, 0.0], [-0.1, 0.0, 0.0], [0.0, 0.0, -0.1], [0.0, 0.0, 0.1], [0.1, 0.0, 0.1], [0.0, 0.0, -0.1], [0.0, 0.0, 0.1], [0.0, 0.0, 0.1], [0.0, 0.0, 0.1], [0.1, 0.0, 0.1], [0.0, 0.0, 0.0], [-0.1, -0.1, -0.2], [0.0, 0.0, 0.0], [-0.1, 0.1, -0.1], [-0.1, -0.1, 0.0], [0.0, 0.0, -0.1], [0.0, 0.1, 0.1], [-0.1, -0.1, 0.0], [0.0, 0.0, -0.1], [-0.1, -0.1, 0.0], [0.3, -0.3, 0.1], [0.0, 0.1, 0.0], [-0.1, 0.1, 0.1], [0.0, -0.1, 0.0], [0.1, 0.0, 0.0], [-0.2, 0.1, -0.1], [0.0, 0.0, 0.0], [0.1, -0.2, 0.2], [0.0, -0.1, 0.2], [0.1, 0.0, 0.1], [0.0, -0.1, 0.0]], "mulliken_spin": [1.012, 0.000, 0.000, -0.002, 0.000, -0.003, -0.001, -0.002, 0.000, 0.000, 0.000, 0.000, 0.000, 0.000, 0.002, -0.001, 0.000, 0.000, 0.002, 0.000, -0.001, 0.000, 0.000, 0.000, 0.000, 0.000, 0.000, -0.001, 0.000, 0.001, -0.005, -0.005, 0.001, 0.000, 0.001, 0.000, 0.000, 0.000, 0.002, 0.000, 0.000, 0.000, -0.003, 0.003, 0.003, 0.000, 0.000, 0.001, 0.000, -0.001, 0.000, 0.000, 0.000, 0.000, 0.000, 0.000, 0.000, 0.000, 0.000, 0.000, 0.000, 0.000, 0.000, -0.001, 0.000, 0.000, 0.000, 0.000, 0.000, 0.000, 0.000, 0.000, 0.000, 0.000, 0.000, 0.000, 0.000, 0.000, 0.000, 0.000, 0.000, 0.000, 0.000]}

| no. | maximum force (eV/A) | electronic energy (a.u.) |
| --- | --- | --- |
| 1 | 2.2 | -2499.7674 |
| 2 | 0.5 | -6955.0564 |
| 3 | 1.3 | -1068.8928 |
| 4 | 2.6 | -4453.6569 |